{"formula": "C44H55BN8O4P2", "method": "ωB97M-V/def2-TZVPD", "e_above_lowest_kcal_mol": 0.00, "smiles": "Cc1cccc(CC2=C([PH2]=N)C(=O)C(P(C)C)=C(B(O)O)C2=O)c1.c1cc[nH]c1.c1cc[nH]c1.c1cc[nH]c1.c1cc[nH]c1.c1cc[nH]c1.c1cc[nH]c1.c1cc[nH]c1", "homo_lumo_gap_ev": 5.66, "symbols": ["C", "C", "C", "C", "C", "C", "C", "C", "C", "P", "N", "C", "O", "C", "P", "C", "C", "C", "B", "O", "O", "C", "O", "C", "H", "H", "H", "H", "H", "H", "H", "H", "H", "H", "H", "H", "H", "H", "H", "H", "H", "H", "H", "H", "C", "C", "C", "N", "C", "H", "H", "H", "H", "H", "C", "C", "C", "N", "C", "H", "H", "H", "H", "H", "C", "C", "C", "N", "C", "H", "H", "H", "H", "H", "C", "C", "C", "N", "C", "H", "H", "H", "H", "H", "C", "C", "C", "N", "C", "H", "H", "H", "H", "H", "C", "C", "C", "N", "C", "H", "H", "H", "H", "H", "C", "C", "C", "N", "C", "H", "H", "H", "H", "H"], "positions_angstrom": [[1.45962, 8.39232, 3.39615], [0.60027, 7.13259, 3.41867], [-0.43137, 7.09953, 4.34200], [-1.21077, 5.96587, 4.37278], [-0.98311, 4.91417, 3.51824], [0.03228, 4.93981, 2.59029], [0.31891, 3.83298, 1.58499], [0.30681, 2.43616, 2.15347], [1.39784, 1.66711, 2.22127], [3.04253, 2.22664, 1.60190], [2.96867, 2.35774, 0.02147], [1.37106, 0.27853, 2.80141], [2.29161, -0.48696, 2.61852], [0.16293, -0.15689, 3.64641], [0.35954, -1.68069, 4.66277], [-0.56563, -3.11667, 3.95038], [-0.03562, -1.38936, 6.44438], [-0.95201, 0.58987, 3.55819], [-2.32326, 0.28420, 4.30689], [-2.77631, -1.00050, 4.53828], [-3.15266, 1.33071, 4.72496], [-0.97165, 1.80577, 2.64557], [-2.06411, 2.22168, 2.29403], [0.81849, 6.08183, 2.57030], [0.75860, 9.23571, 3.44041], [2.07957, 8.46359, 2.50086], [2.05103, 8.46630, 4.31625], [-0.63497, 7.92325, 5.01882], [-2.03574, 5.94109, 5.08124], [-1.64625, 4.06088, 3.61112], [-0.43331, 3.85399, 0.77925], [1.26443, 4.08177, 1.09335], [4.00527, 1.22838, 1.87082], [3.38877, 3.45421, 2.21924], [2.02416, 2.13349, -0.27900], [-1.22221, -2.78953, 3.13633], [-1.23425, -3.51945, 4.72303], [0.10631, -3.91889, 3.64105], [0.88007, -1.02906, 6.92348], [-0.33022, -2.31939, 6.93916], [-0.80455, -0.63065, 6.64483], [-3.74084, -0.96664, 4.56416], [-3.93857, 1.28078, 4.16274], [1.63151, 6.20110, 1.85269], [3.81715, -5.61831, 2.91785], [4.20465, -5.64593, 1.54603], [3.96916, -4.39593, 1.03395], [3.45399, -3.61910, 2.03529], [3.36586, -4.35275, 3.17765], [3.86527, -6.43039, 3.62396], [4.60689, -6.48456, 1.00220], [4.12178, -3.99302, 0.04664], [3.18338, -2.65382, 1.94662], [2.98638, -3.89715, 4.07824], [-2.22495, -4.36711, 7.40607], [-3.09033, -3.29078, 7.05950], [-4.23341, -3.44360, 7.79967], [-4.09324, -4.56421, 8.57126], [-2.87113, -5.13011, 8.34063], [-1.23879, -4.55823, 7.01404], [-2.88618, -2.50378, 6.35068], [-5.13328, -2.85337, 7.84263], [-4.78259, -4.91696, 9.20904], [-2.56812, -6.02409, 8.85864], [4.73749, 3.70206, -4.95091], [3.68672, 2.95663, -5.54811], [2.85422, 2.54849, -4.53868], [3.36253, 3.01418, -3.35816], [4.50580, 3.72066, -3.59983], [5.56689, 4.17091, -5.45455], [3.55675, 2.74497, -6.59674], [1.94721, 1.96774, -4.55931], [2.96070, 2.85988, -2.44738], [5.05535, 4.17324, -2.79209], [-0.69751, -2.63029, -1.72035], [0.48197, -2.82675, -2.48544], [1.53635, -2.85097, -1.61064], [1.04092, -2.67216, -0.34749], [-0.32042, -2.54266, -0.40698], [-1.70713, -2.56263, -2.09213], [0.54952, -2.93863, -3.55595], [2.59308, -2.97811, -1.77678], [1.59010, -2.64211, 0.49236], [-0.90113, -2.39792, 0.48892], [-4.22426, -0.43038, -5.12849], [-3.26063, -0.67756, -4.11355], [-2.12055, -1.11710, -4.73246], [-2.35857, -1.14872, -6.07886], [-3.63583, -0.72747, -6.32896], [-5.23214, -0.07392, -4.99244], [-3.38993, -0.54653, -3.05164], [-1.16444, -1.40936, -4.33296], [-1.69688, -1.43634, -6.77619], [-4.01355, -0.67692, -7.33613], [3.95307, -4.27936, -6.43923], [2.87529, -5.08276, -6.89809], [2.18880, -5.51322, -5.79388], [2.81150, -5.00575, -4.68637], [3.88439, -4.24861, -5.07211], [4.69234, -3.78057, -7.04371], [2.63201, -5.31673, -7.92135], [1.31477, -6.13535, -5.70029], [2.52427, -5.16315, -3.73684], [4.50479, -3.75589, -4.34255], [-4.38031, 4.01848, -7.42143], [-4.47726, 2.60087, -7.40207], [-5.14506, 2.22383, -8.53663], [-5.45832, 3.35753, -9.23809], [-4.99139, 4.45461, -8.56674], [-3.91386, 4.64501, -6.67937], [-4.10006, 1.93620, -6.64315], [-5.42499, 1.25105, -8.90491], [-5.95350, 3.38032, -10.10986], [-5.13501, 5.44659, -8.96049]], "lowdin_charge": [-0.045, -0.278, -0.053, -0.073, -0.040, -0.192, -0.088, -0.114, -0.190, 0.785, -0.318, -0.373, 0.029, -0.227, 0.945, -0.257, -0.270, 0.012, -0.590, 0.139, 0.140, -0.268, 0.122, -0.015, 0.079, 0.075, 0.083, 0.117, 0.111, 0.102, 0.147, 0.083, 0.016, 0.012, -0.032, 0.029, 0.020, 0.023, 0.030, 0.022, 0.038, 0.120, 0.114, 0.123, -0.105, -0.106, -0.148, 0.007, -0.151, 0.089, 0.089, 0.096, 0.106, 0.095, -0.121, -0.110, -0.135, 0.003, -0.136, 0.084, 0.062, 0.105, 0.145, 0.108, -0.122, -0.122, -0.147, 0.008, -0.148, 0.085, 0.085, 0.102, 0.098, 0.102, -0.109, -0.118, -0.140, 0.021, -0.133, 0.084, 0.083, 0.097, 0.109, 0.097, -0.120, -0.109, -0.136, 0.013, -0.155, 0.093, 0.087, 0.086, 0.146, 0.104, -0.114, -0.117, -0.146, 0.003, -0.146, 0.089, 0.088, 0.104, 0.134, 0.104, -0.108, -0.106, -0.145, -0.004, -0.146, 0.090, 0.068, 0.100, 0.141, 0.104]}

{"formula": "C44H55GaN2O4S2SbSi3", "method": "ωB97M-V/def2-TZVPD", "e_above_lowest_kcal_mol": 0.00, "charge": -1, "homo_lumo_gap_ev": 7.48, "symbols": ["Ga", "S", "C", "C", "N", "C", "S", "C", "N", "C", "C", "C", "O", "C", "C", "O", "C", "O", "C", "C", "C", "C", "C", "C", "C", "C", "C", "C", "C", "C", "C", "O", "C", "C", "C", "C", "C", "C", "C", "C", "C", "C", "C", "C", "H", "H", "H", "H", "H", "H", "H", "H", "H", "H", "H", "H", "H", "H", "H", "H", "H", "H", "H", "H", "H", "H", "H", "H", "H", "H", "H", "H", "C", "Si", "C", "C", "Sb", "Si", "C", "C", "C", "Si", "C", "C", "C", "H", "H", "H", "H", "H", "H", "H", "H", "H", "H", "H", "H", "H", "H", "H", "H", "H", "H", "H", "H", "H", "H", "H", "H", "H", "H", "H"], "positions_angstrom": [[-0.28017, -0.70741, -0.20362], [0.76727, -1.98742, 1.44805], [0.60241, -3.32789, 0.35385], [0.34796, -4.54620, 0.99179], [0.12488, -5.51940, 1.58355], [0.67952, -3.23994, -1.01076], [0.96090, -1.74736, -1.88241], [0.54702, -4.38930, -1.79326], [0.44945, -5.32416, -2.47439], [-6.30358, 0.43978, 1.51782], [-4.89853, -0.00994, 1.94519], [-4.94043, -0.50133, 3.38943], [-3.98220, 1.06390, 1.78691], [-3.37927, 0.97050, 0.50051], [-3.88355, -0.40870, -0.03460], [-4.40095, -1.03951, 1.11917], [-2.99656, -1.38825, -0.83150], [-1.81203, -1.67679, -0.16509], [-3.74822, -2.71520, -0.96605], [-3.45387, -3.74082, -0.07350], [-3.96186, -5.01118, -0.26115], [-4.79816, -5.27177, -1.33434], [-5.14784, -4.24240, -2.19186], [-4.62701, -2.97132, -2.01064], [-2.70652, -0.84083, -2.23213], [-2.02493, -1.67973, -3.11237], [-1.64401, -1.25175, -4.36931], [-1.95812, 0.03271, -4.78601], [-2.65192, 0.87168, -3.93443], [-3.02139, 0.44238, -2.66974], [-1.87629, 1.44466, 0.64385], [-0.98572, 0.96266, -0.32856], [-2.00808, 2.94686, 0.42598], [-1.59968, 3.51057, -0.77448], [-1.84411, 4.84523, -1.04163], [-2.50906, 5.63263, -0.11844], [-2.89638, 5.07955, 1.09354], [-2.65350, 3.74622, 1.36588], [-1.30844, 1.12592, 2.01408], [-1.58997, -0.06387, 2.67592], [-1.00085, -0.34027, 3.89778], [-0.10554, 0.54939, 4.46523], [0.23544, 1.70216, 3.77673], [-0.36778, 1.99154, 2.56501], [-6.58249, 1.33065, 2.09195], [-7.02412, -0.36463, 1.71398], [-6.33013, 0.68750, 0.44613], [-5.66401, 0.08898, 3.96630], [-3.95468, -0.40941, 3.85213], [-5.24653, -1.54990, 3.38559], [-3.85226, 1.74403, -0.13915], [-4.74621, -0.18460, -0.70895], [-2.78124, -3.52940, 0.75987], [-3.67714, -5.81280, 0.42130], [-5.16076, -6.28054, -1.52032], [-5.81462, -4.43790, -3.02874], [-4.88196, -2.18148, -2.71374], [-1.78819, -2.69356, -2.79781], [-1.08477, -1.91729, -5.02643], [-1.66940, 0.37582, -5.77601], [-2.90110, 1.88382, -4.24042], [-3.54725, 1.14585, -2.02855], [-1.09609, 2.87808, -1.50421], [-1.52555, 5.26653, -1.99524], [-2.72175, 6.67386, -0.34293], [-3.41026, 5.69825, 1.82774], [-2.98043, 3.29924, 2.30400], [-2.26909, -0.79016, 2.23261], [-1.23230, -1.27681, 4.41086], [0.33384, 0.34246, 5.43901], [0.97569, 2.38401, 4.19338], [-0.10483, 2.90547, 2.04072], [3.71459, -0.53882, -3.66584], [4.12672, 0.83470, -2.40002], [3.35999, 2.47545, -3.02933], [6.03732, 1.02238, -2.53055], [2.99794, 0.45931, -0.05558], [4.28172, 2.22413, 1.35683], [3.31356, 3.83931, 1.03467], [4.05874, 1.72642, 3.18973], [6.13763, 2.66590, 1.17293], [4.52167, -1.58514, 0.63675], [6.40309, -1.29587, 0.34337], [4.33070, -1.96512, 2.51062], [4.10865, -3.12417, -0.42905], [4.11530, -0.30192, -4.66453], [2.62608, -0.68573, -3.75664], [4.14415, -1.50160, -3.35334], [3.53590, 2.62052, -4.10712], [3.77773, 3.34307, -2.49997], [2.27034, 2.47975, -2.85751], [6.32538, 1.45819, -3.50447], [6.53042, 0.03848, -2.44687], [6.45129, 1.66580, -1.73908], [2.22979, 3.63600, 1.02425], [3.57833, 4.26488, 0.05160], [3.50126, 4.61224, 1.79846], [3.14195, 1.12817, 3.31351], [3.98105, 2.59894, 3.85632], [4.90722, 1.11323, 3.53505], [6.36143, 3.05249, 0.16860], [6.77043, 1.78659, 1.34744], [6.44432, 3.43569, 1.90208], [6.67566, -0.24210, 0.50818], [6.68746, -1.55493, -0.68798], [7.00866, -1.91726, 1.02651], [4.88366, -1.23778, 3.12268], [4.70851, -2.97293, 2.75205], [3.27503, -1.92663, 2.81082], [3.59301, -2.83400, -1.35611], [3.44617, -3.82439, 0.10638], [5.02654, -3.66497, -0.70793]], "lowdin_charge": [-0.037, 0.760, -0.697, -0.288, 0.167, -0.686, 0.735, -0.283, 0.167, 0.012, -0.577, 0.028, -0.027, -0.124, -0.158, 0.000, -0.381, -0.164, -0.137, -0.009, -0.076, -0.107, -0.094, -0.033, -0.154, -0.071, -0.085, -0.098, -0.085, -0.023, -0.365, -0.139, -0.171, -0.017, -0.088, -0.109, -0.085, -0.033, -0.150, -0.077, -0.099, -0.094, -0.087, -0.019, 0.091, 0.093, 0.085, 0.087, 0.075, 0.098, 0.148, 0.155, 0.125, 0.105, 0.096, 0.097, 0.121, 0.122, 0.109, 0.097, 0.100, 0.105, 0.118, 0.101, 0.094, 0.100, 0.127, 0.118, 0.115, 0.101, 0.100, 0.118, -0.251, 0.336, -0.249, -0.227, 0.848, 0.307, -0.251, -0.242, -0.234, 0.363, -0.231, -0.238, -0.220, 0.029, -0.023, 0.017, 0.023, 0.012, 0.020, 0.028, 0.012, 0.001, 0.008, 0.016, 0.025, 0.006, 0.026, 0.016, 0.009, 0.003, 0.029, -0.008, 0.013, 0.028, 0.007, 0.030, -0.019, -0.013, 0.026, 0.029]}